This record from OMol25 describes C42H39BrCeF6N4O5PS2 as an isolated structure. The level of theory is wB97M-V/def2-TZVPD.

Properties
Relative energy (zero: lowest compared OMol25 entry of this formula, charge and spin): 126.1 kJ/mol
Orbital gap (alpha / beta): 4.228 / 4.567 eV
HOMO (alpha / beta): -7.015 / -7.352 eV
Calculated total energy: -7005.5302 Eh
Lowest unoccupied orbital energy (alpha / beta): -0.1025 / -0.1023 Eh
Multiplicity: 2

The geometry in XYZ format:
```
101
Properties=species:S:1:pos:R:3:forces:R:3
Ce 0.128160 -0.666674 0.790699 0.76 1.20 -3.52
C 5.927243 -2.287001 1.625544 0.02 0.00 -0.06
C 4.422380 -2.287367 1.855965 -0.04 -0.06 -0.12
N 3.684509 -2.831230 0.714647 -0.04 -0.20 0.19
C 3.611213 -4.294370 0.640853 -0.04 0.11 0.02
C 2.308936 -4.859593 1.189860 -0.08 0.04 0.02
C 3.057961 -2.068046 -0.187595 -0.03 0.10 -0.42
S 3.158297 -0.347362 -0.147253 -0.11 -0.26 0.14
N 2.458447 -2.736820 -1.210179 0.21 0.07 0.20
C 1.349943 -2.339725 -1.780499 -0.16 -0.04 0.05
O 0.495171 -1.525409 -1.306994 0.36 -0.53 -0.98
C 1.021468 -2.950735 -3.112071 -0.02 0.09 0.02
C 1.602410 -4.141184 -3.537981 -0.01 -0.01 -0.03
C 1.266499 -4.676756 -4.774442 -0.02 0.04 0.03
C 0.356615 -4.020511 -5.596539 0.03 0.02 0.07
C -0.215046 -2.824538 -5.179236 0.04 -0.03 0.06
C 0.113323 -2.292688 -3.938131 0.00 0.01 -0.05
H 6.433494 -1.748038 2.429886 -0.04 -0.05 -0.03
H 6.152648 -1.786196 0.682219 0.01 0.02 0.06
H 6.337225 -3.298849 1.587874 -0.02 0.03 -0.03
H 4.076839 -1.276782 2.031811 -0.08 0.09 -0.01
H 4.157394 -2.891077 2.727200 0.00 0.00 0.02
H 4.456069 -4.676674 1.211803 0.07 0.01 0.02
H 3.746259 -4.588152 -0.396365 0.01 -0.04 -0.09
H 2.071830 -4.421617 2.163162 0.02 -0.05 -0.05
H 2.392641 -5.943977 1.304183 0.00 0.04 -0.03
H 1.478853 -4.626543 0.521084 0.06 0.00 0.08
H 2.314403 -4.634396 -2.888613 -0.01 0.01 -0.02
H 1.718104 -5.605409 -5.101703 -0.01 0.01 0.01
H 0.098025 -4.438984 -6.561288 0.01 0.00 0.00
H -0.920571 -2.307259 -5.818111 0.01 0.01 0.01
H -0.331256 -1.365568 -3.590787 0.01 -0.03 -0.02
C 2.292135 7.127735 4.605491 -0.02 -0.05 -0.02
C 1.590202 5.843860 4.245874 0.03 0.06 0.00
C 0.633254 5.291868 5.094737 0.00 0.05 0.04
C 0.002489 4.098927 4.781906 0.03 0.02 -0.18
C 0.347109 3.463466 3.596158 0.12 0.14 0.09
C 1.301185 3.983891 2.728828 -0.09 0.01 0.03
C 1.909108 5.178824 3.060645 0.06 0.09 0.03
S -0.353343 1.910433 3.229380 0.29 -0.44 0.43
O 0.773632 0.996184 3.825915 -0.40 0.07 0.00
O -1.592966 1.758060 3.937459 0.13 0.12 -0.11
N -0.271171 1.629849 1.726290 -0.62 0.88 -0.21
C -1.040530 2.389898 0.788648 0.29 0.03 0.35
C -2.097009 3.202078 1.108019 -0.12 -0.01 -0.04
C -2.777179 3.932401 0.103873 0.01 -0.03 0.23
C -2.386479 3.853628 -1.194715 0.04 -0.04 -0.15
C -1.286722 3.033957 -1.549363 0.07 0.04 -0.21
C -0.799500 2.938026 -2.872256 -0.15 0.09 -0.04
C 0.281602 2.159928 -3.136460 0.13 -0.10 -0.06
C 0.874509 1.431066 -2.085571 0.05 -0.07 0.03
N 0.451941 1.475577 -0.847031 -0.43 0.41 -0.18
C -0.612113 2.285894 -0.572395 0.09 0.12 0.38
H 1.775985 7.652958 5.408702 0.00 -0.02 -0.02
H 2.358119 7.795003 3.744710 -0.01 -0.03 0.02
H 3.312175 6.923546 4.939688 -0.03 0.00 -0.01
H 0.378404 5.803849 6.015783 0.01 -0.01 -0.04
H -0.746659 3.666270 5.433810 0.05 0.01 -0.05
H 1.550679 3.459323 1.812359 -0.02 0.02 0.10
H 2.651516 5.602102 2.392893 -0.04 -0.01 0.03
H -2.441694 3.266648 2.132320 0.01 0.01 -0.02
H -3.613812 4.561464 0.384515 0.03 -0.05 0.02
H -2.904222 4.408770 -1.968729 0.05 -0.02 0.01
H -1.304111 3.483595 -3.662767 0.03 0.00 0.04
H 0.675162 2.061992 -4.139573 0.01 0.01 0.03
H 1.725084 0.783493 -2.263554 -0.01 -0.05 -0.02
F 0.062448 -2.701675 1.185399 -0.39 -1.67 0.36
P 0.788728 -0.731157 3.944775 -0.19 -0.22 0.15
F 2.142580 -0.648075 4.712008 0.39 0.26 0.31
F 1.617021 -0.728808 2.491281 0.87 0.02 1.78
F -0.102452 -0.694200 5.243178 -0.10 0.14 0.24
F 0.797181 -2.311265 3.915272 0.03 -0.18 0.07
F -0.627376 -0.770955 3.018467 -0.24 -0.14 1.15
Br -5.162961 -0.440274 0.410380 0.10 -0.03 -0.06
C -4.587970 -1.801254 -0.793057 0.12 0.00 -0.15
C -5.432277 -2.893402 -0.946118 0.05 -0.02 0.00
C -5.085302 -3.912462 -1.821890 0.04 0.02 -0.01
C -3.909304 -3.823978 -2.556661 -0.02 0.02 0.05
C -3.085503 -2.718454 -2.408926 0.00 0.02 -0.07
C -3.397723 -1.694328 -1.514569 -0.34 0.01 -0.01
C -2.386738 -0.570968 -1.370656 -0.15 -0.16 0.85
O -2.017043 0.008295 -2.366497 0.11 0.25 -0.16
O -1.971225 -0.392993 -0.145055 -0.86 -0.17 -0.79
H -6.355862 -2.938180 -0.383369 0.02 0.00 -0.03
H -5.743477 -4.764082 -1.938563 0.01 0.01 0.01
H -3.635941 -4.610186 -3.250360 -0.01 0.03 0.01
H -2.168515 -2.636171 -2.983087 -0.10 0.00 0.07
C -2.954888 -2.133561 2.301850 0.06 0.54 0.07
C -2.758459 -3.448858 2.036056 -0.05 -0.34 -0.08
C -2.926803 -4.442509 3.053688 0.03 0.14 -0.10
C -2.703648 -5.748933 2.749882 0.10 -0.11 -0.26
C -2.321412 -6.087520 1.431860 -0.04 -0.12 0.13
C -2.159313 -5.151953 0.420562 -0.03 0.00 0.10
C -2.361376 -3.823747 0.714815 0.11 -0.16 0.39
H -3.280721 -1.792091 3.281819 0.08 -0.01 -0.12
H -2.757503 -1.391520 1.524380 -0.16 -0.03 0.14
H -3.206615 -4.136975 4.054827 -0.02 0.04 -0.06
H -2.811551 -6.517308 3.501703 0.03 -0.05 -0.04
H -2.142567 -7.131305 1.201389 -0.01 -0.01 0.03
H -1.862749 -5.453174 -0.573835 0.02 -0.02 0.01
H -2.229553 -3.062607 -0.033234 0.06 0.09 0.01
```
Forces are in eV/Å.